Here is an isolated molecule of C25H27N3O4 from OMol25. Energies are from ωB97M-V with the def2-TZVPD basis set.

Summary:
Kohn-Sham gap (Ha): 0.3414
Total charge: 0
Highest occupied orbital energy (hartree): -0.3169
Energy above the lowest of the compared OMol25 structures with the same formula, charge and spin (eV): 1.389
SMILES: O=C(NCc1nc2ccccc2[nH]1)C1=C[C@@H](C2CC2)C[C@@H](OCc2ccc(CO)cc2)O1

Geometry (Å):
O  -2.585  0.678  0.538
C  -1.408  0.907  0.301
N  -0.436  0.842  1.230
C  -0.712  0.417  2.588
C  -0.943  -1.056  2.644
N  -0.130  -1.938  3.154
C  -0.727  -3.158  2.948
C  -0.302  -4.436  3.290
C  -1.122  -5.490  2.945
C  -2.334  -5.292  2.279
C  -2.773  -4.031  1.930
C  -1.956  -2.965  2.272
N  -2.062  -1.610  2.102
C  -0.923  1.307  -1.048
C  -1.763  1.612  -2.039
C  -1.289  2.089  -3.379
C  -2.143  3.244  -3.863
C  -3.427  2.969  -4.585
C  -2.253  3.524  -5.331
C  0.181  2.500  -3.258
C  0.948  1.437  -2.476
O  2.281  1.791  -2.403
C  3.148  0.762  -1.943
C  2.998  0.427  -0.481
C  2.812  -0.881  -0.058
C  2.750  -1.185  1.292
C  2.860  -0.184  2.246
C  2.882  -0.512  3.722
O  2.511  -1.818  4.041
C  2.998  1.134  1.821
C  3.076  1.436  0.475
O  0.440  1.308  -1.155
H  0.524  0.938  0.932
H  -1.616  0.935  2.928
H  0.132  0.684  3.222
H  0.634  -4.583  3.805
H  -0.825  -6.498  3.195
H  -2.941  -6.150  2.031
H  -3.709  -3.878  1.415
H  -2.765  -1.079  1.603
H  -2.823  1.554  -1.854
H  -1.380  1.269  -4.103
H  -2.127  4.097  -3.196
H  -4.272  3.614  -4.398
H  -3.700  1.939  -4.761
H  -2.288  4.552  -5.659
H  -1.730  2.871  -6.013
H  0.266  3.441  -2.712
H  0.645  2.625  -4.235
H  0.835  0.449  -2.971
H  4.152  1.154  -2.133
H  2.998  -0.141  -2.552
H  2.736  -1.676  -0.787
H  2.634  -2.208  1.616
H  3.913  -0.394  4.082
H  2.262  0.221  4.267
H  1.573  -1.946  3.777
H  3.072  1.925  2.554
H  3.200  2.458  0.149